Record 1
This record from the OMol25 dataset describes 2 unconnected molecules or ions with the total composition C2H7INO in a non-equilibrium geometry. The level of theory is the ωB97M-V functional and the def2-TZVPD basis.

ORCA input file:
```
! RIJCOSX wB97M-V def2-TZVPD def2/J DEFGRID3
* xyz 1 1
C -0.13943 -1.59691 -0.39886
C 0.49860 -0.96557 0.82275
N 0.42362 1.45221 0.17470
O -0.31800 -0.85055 1.80088
I 2.51119 -0.67991 0.96509
H -0.23663 -2.57890 0.00881
H -1.12620 -0.98905 -0.59085
H 0.49476 -1.60589 -1.25984
H -0.30113 1.47764 -0.58429
H 0.12942 2.13966 0.83198
H 1.36408 1.57543 -0.04221
H 0.09815 -0.18816 2.54850
*
```

Calculated values
- Lowest unoccupied orbital energy: -5.2 eV
- Kohn-Sham gap: 9.30 eV
- Largest force on an atom: 0.07779 Eh/bohr
- Energy above the lowest of the compared OMol25 structures with the same formula, charge and spin: 38.3 kcal per mole
- Molecular weight: 187.988 g mol⁻¹


Record 2
This record from the OMol25 dataset describes 2 unconnected molecules or ions with the total composition C2H7ISi in a non-equilibrium geometry. The level of theory is the ωB97M-V functional and the def2-TZVPD basis.

ORCA input file:
```
! RIJCOSX wB97M-V def2-TZVPD def2/J DEFGRID3
* xyz 0 1
C 0.69936 -0.21425 0.87084
C -2.43991 1.21181 -0.18201
Si 1.87406 -0.85566 -0.40432
I -3.33821 -0.60174 0.11438
H -0.18818 0.37471 0.78049
H 0.97606 -0.55287 1.86909
H -1.91120 1.48478 -1.02410
H -2.74771 2.07926 0.33683
H 1.89643 -0.62755 -1.83714
H 2.09170 -2.28289 -0.34227
H 3.08760 -0.01560 -0.18179
*
```

Calculated values
- Lowest unoccupied orbital energy (alpha / beta): -0.6 / -0.5 eV
- Kohn-Sham gap (alpha / beta): 8.37 / 8.04 eV
- Largest force on an atom: 0.04434 Eh/bohr
- Energy above the lowest of the compared OMol25 structures with the same formula, charge and spin: 141.3 kcal per mole
- Molecular weight: 186.068 g mol⁻¹


Record 3
This record from the OMol25 dataset describes a molecular structure, C2H7InO3 in a non-equilibrium geometry. The level of theory is the ωB97M-V functional and the def2-TZVPD basis.

ORCA input file:
```
! RIJCOSX wB97M-V def2-TZVPD def2/J DEFGRID3
* xyz 1 2
O -0.13619 -0.49065 -0.00518
H -1.90899 -0.61148 0.10799
C -0.85796 2.11611 1.12070
O -0.03097 1.12109 1.67724
C 0.66860 0.35880 0.72361
H -1.67292 1.66978 0.52749
H -1.28482 2.69630 1.94670
H -0.28065 2.78558 0.45876
H 1.41605 -0.20030 1.30953
H 1.20100 1.05837 0.04777
In 0.05293 -1.04389 -2.10057
O -2.65470 -0.99017 -0.78190
H -3.23807 -0.23845 -0.91727
*
```

Calculated values
- Lowest unoccupied orbital energy (alpha / beta): -5.0 / -8.7 eV
- <S²>: 0.76
- Kohn-Sham gap (alpha / beta): 9.88 / 5.97 eV
- Largest force on an atom: 0.11150 Eh/bohr
- Molecular weight: 193.893 g mol⁻¹


Record 4
This record from the OMol25 dataset describes 2 unconnected molecules or ions with the total composition C2H7N. The level of theory is the ωB97M-V functional and the def2-TZVPD basis.

ORCA input file:
```
! RIJCOSX wB97M-V def2-TZVPD def2/J DEFGRID3
* xyz 0 1
C -2.86228 0.69416 5.92375
H -2.65611 0.05454 6.77195
H -1.99323 0.73934 5.26611
H -3.18223 1.66522 6.29929
H -3.67442 0.28681 5.32990
C 2.55724 -0.73394 -6.14441
N 3.35603 -0.01271 -5.48340
H 1.72040 -0.27737 -6.67497
H 2.64721 -1.81545 -6.21595
H 4.08740 -0.60060 -5.07227
*
```

Calculated values
- Lowest unoccupied orbital energy: 1.3 eV
- Kohn-Sham gap: 11.54 eV
- Largest force on an atom: 0.00730 Eh/bohr
- Energy above the lowest of the compared OMol25 structures with the same formula, charge and spin: 19.8 kcal per mole
- SMILES: C=N.C
- Molecular weight: 45.085 g mol⁻¹


Number 3 is which compound?
C2H7InO3